Formula: ClH14O11
Source: the Open Molecules 2025 dataset
Level of theory: ωB97M-V with the def2-TZVPD basis set

```
26
Properties=species:S:1:pos:R:3:forces:R:3:nbo_charge:R:1
Cl -0.09652 0.06664 -0.00537 1.6 -1.5 0.6 2.63
O 0.13417 1.35061 0.47265 -0.1 -0.5 -7.4 -0.81
O -0.64268 0.15657 -1.30854 8.0 3.9 3.8 -0.77
O 1.16398 -0.62271 -0.05442 -18.1 7.3 -0.8 -0.82
O -0.94246 -0.53081 1.00141 10.4 -2.9 -0.5 -0.75
O -0.27989 -1.00012 -3.29675 2.4 -1.2 -2.4 -0.91
H 0.06622 -0.67435 -2.46590 0.2 -0.2 -0.6 0.46
H -0.62308 -1.86931 -3.08947 0.5 -0.3 -0.5 0.43
O -2.82689 -0.15772 1.08550 -8.5 1.1 0.6 -0.98
H -1.96850 -0.32768 0.69755 -4.5 0.3 -0.6 0.41
H -2.81720 -0.64184 1.91118 -0.1 0.1 0.1 0.44
O -2.17383 -0.52370 -2.14224 -8.2 -2.8 -2.8 -0.94
H -1.75178 -1.37809 -2.23231 -1.0 0.5 0.3 0.41
H -1.73703 -0.11801 -1.39333 -4.5 -0.9 -0.6 0.44
O -1.40087 2.14315 1.56363 -3.2 2.5 2.8 -0.95
H -0.62721 1.59313 1.44051 -2.0 1.3 2.0 0.44
H -1.72667 2.30087 0.67751 -0.3 0.0 0.1 0.44
O 2.13910 -1.35039 1.65279 -0.5 -1.7 5.3 -0.94
H 1.22603 -1.15293 1.44412 0.7 -0.7 1.6 0.44
H 2.59717 -0.51793 1.53699 0.3 0.0 0.1 0.49
O 1.69602 1.87335 1.58402 4.5 1.4 3.2 -0.96
H 1.00970 1.22674 1.41941 2.2 0.8 1.7 0.44
H 1.56586 2.53877 0.90836 0.1 0.0 0.2 0.46
O 2.93498 -0.97063 -0.23988 11.7 -1.0 -3.3 -0.94
H 1.98178 -1.05163 -0.20723 8.0 -5.4 -2.3 0.42
H 3.09959 -0.36197 -0.96007 0.3 0.1 -0.6 0.41
```
Positions in Å, forces in eV/Å.

Values from the calculation:
Electronic energy in eV: -35248.328
HOMO in eV: -6.22
LUMO energy in eV: 3.01
Total charge: -1
Multiplicity: 1


Formula: ClH18O9
Source: the Open Molecules 2025 dataset
Level of theory: ωB97M-V with the def2-TZVPD basis set

```
28
Properties=species:S:1:pos:R:3:forces:R:3:nbo_charge:R:1
Cl -0.39466 -0.37028 -0.02703 0.4 0.0 -0.2 -0.93
O -3.57395 -0.46834 0.57735 -0.8 -0.1 0.0 -0.96
H -2.63849 -0.38545 0.39222 0.7 -0.1 -0.1 0.49
H -3.73653 0.16219 1.27895 0.0 0.1 0.1 0.46
O -0.53093 0.38744 3.06954 0.2 0.0 0.8 -0.97
H -1.42107 0.70842 3.21394 -0.1 0.1 0.0 0.46
H -0.43703 0.36051 2.11734 0.0 -0.1 -0.8 0.49
O 2.58920 -1.74362 -1.20475 0.4 -0.3 0.0 -0.95
H 2.64477 -1.39767 -2.09551 0.1 0.1 -0.2 0.46
H 1.82851 -1.30483 -0.82390 -0.7 0.0 0.1 0.48
O 2.16339 1.66812 -1.51743 0.6 0.1 -0.3 -0.95
H 1.58191 1.97778 -2.21185 -0.3 0.1 0.0 0.47
H 1.72014 0.89955 -1.15818 -0.3 -0.3 0.2 0.47
O -2.52180 1.86886 -1.65417 -0.1 0.5 -0.3 -0.95
H -2.02054 1.09211 -1.40592 0.3 -0.3 0.2 0.49
H -3.43665 1.59466 -1.59022 -0.2 -0.2 0.1 0.46
O 0.22479 2.97288 0.31264 -0.4 0.5 0.1 -0.95
H 0.97295 3.48775 0.61495 0.2 0.0 0.0 0.46
H 0.54053 2.06926 0.31035 0.1 -0.4 0.0 0.49
O -1.28342 -1.67917 -2.91766 -0.3 -0.3 -0.6 -0.96
H -1.15423 -1.54613 -1.97859 0.1 0.2 0.6 0.49
H -0.49899 -1.30915 -3.32261 0.1 0.1 0.0 0.46
O 0.68836 -3.30890 1.55533 0.0 -0.5 0.2 -0.95
H 0.40081 -2.42286 1.33517 -0.3 0.5 -0.3 0.49
H 1.60606 -3.20758 1.80790 0.2 0.0 0.0 0.46
O 2.53875 0.19033 1.69850 0.5 0.2 0.1 -0.95
H 2.05025 -0.35879 1.08525 -0.3 -0.1 -0.2 0.47
H 2.09780 0.06286 2.53847 -0.3 0.0 0.2 0.47
```
Positions in Å, forces in eV/Å.

Values from the calculation:
Electronic energy in eV: -31246.274
HOMO in eV: -7.23
LUMO energy in eV: 3.04
Total charge: -1
Multiplicity: 1


Formula: ClH24O16
Source: the Open Molecules 2025 dataset
Level of theory: ωB97M-V with the def2-TZVPD basis set

```
41
Properties=species:S:1:pos:R:3:forces:R:3:nbo_charge:R:1
Cl 0.25083 -0.87037 -0.07266 -0.6 -1.8 -0.9 2.42
O 0.14583 0.52563 -0.53566 0.0 -2.0 1.1 -0.82
O -0.00417 -0.99437 1.41134 0.3 0.4 -3.2 -0.86
O -0.73917 -1.77037 -0.84966 2.8 2.4 2.3 -0.84
O 1.63483 -1.38237 -0.33366 -2.1 0.8 0.5 -0.87
O 3.57183 -0.48337 -2.15666 0.4 -0.3 0.6 -0.97
H 4.50983 -0.28537 -2.00066 -0.5 -0.2 0.0 0.47
H 3.22283 -0.88137 -1.33266 0.2 0.1 -0.5 0.50
O 1.37983 2.08863 1.43834 -0.1 -2.3 0.4 -0.97
H 1.10183 2.04163 0.53134 0.2 0.2 -0.9 0.51
H 1.47383 2.96363 1.71734 0.2 2.1 0.3 0.47
O -1.57317 0.66663 -2.71666 -2.2 0.0 -0.2 -1.00
H -2.14317 0.44563 -1.92966 1.0 0.2 -0.8 0.51
H -0.67517 0.68463 -2.44866 1.1 -0.1 0.6 0.48
O -2.91617 0.60263 -0.21166 1.0 4.0 -0.4 -0.98
H -2.25217 1.24263 0.21334 -1.5 -1.9 -0.8 0.47
H -2.93517 -0.21337 0.24134 0.3 -1.8 1.1 0.49
O 2.60983 2.06063 -1.41366 0.8 0.7 0.7 -0.97
H 2.81783 1.12663 -1.35866 0.0 -0.3 -0.4 0.48
H 1.80283 2.10563 -1.90166 -0.8 0.0 -0.5 0.47
O 0.18683 0.83663 3.52134 1.5 0.5 0.0 -0.98
H 0.53283 0.92663 2.60934 0.0 0.2 0.6 0.50
H -0.72817 0.68263 3.41134 -1.5 -0.4 0.0 0.46
O 2.98683 -1.46437 2.23034 -0.3 -0.9 0.4 -0.97
H 3.53483 -0.72137 2.00934 0.0 0.5 -0.4 0.46
H 2.27283 -1.54037 1.57534 0.5 0.4 0.2 0.49
O -3.22317 -2.15237 -1.91866 -1.0 -0.1 -1.9 -0.96
H -2.35517 -2.23237 -1.55966 0.6 0.1 0.8 0.49
H -3.88717 -2.19137 -1.24466 0.1 0.0 0.8 0.47
O 0.95983 -0.48537 -3.63366 -1.3 0.2 -0.5 -0.97
H 1.59883 -1.03837 -3.20666 0.5 -0.5 0.4 0.48
H 0.09583 -0.95037 -3.60466 0.7 0.4 0.1 0.49
O -1.49617 -1.50437 3.69634 -2.1 -0.8 2.8 -0.96
H -0.88417 -1.44837 3.02134 2.2 0.3 -2.3 0.49
H -1.01317 -1.94437 4.41534 -0.3 0.4 -0.3 0.47
O -0.12917 3.77563 -0.59266 -0.3 0.0 -0.1 -0.93
H -0.46617 3.36663 0.20434 0.2 -0.1 0.6 0.46
H -0.88017 3.62563 -1.17366 0.0 0.1 -0.6 0.48
O -2.99317 -1.80237 1.02534 -2.6 1.1 1.3 -0.98
H -2.07917 -2.04737 1.04434 0.9 0.0 0.6 0.50
H -3.31717 -1.36437 1.87934 1.5 -1.4 -1.5 0.50
```
Positions in Å, forces in eV/Å.

Values from the calculation:
Electronic energy in eV: -45667.664
HOMO in eV: -7.43
LUMO energy in eV: 2.65
Total charge: -1
Multiplicity: 1


Q: Among the records above, which one has the highest electronic energy?
A: ClH18O9


Q: Number 2 is which compound?
A: ClH18O9